ORCA calculation (the ωB97M-V functional and the def2-TZVPD basis) on a cluster of 3 separate species, C17H34NO6 in total at a distorted geometry.

Structure (XYZ):
```
58
Properties=species:S:1:pos:R:3:forces:R:3
C -3.206949 -2.532700 -2.411141 0.5 -1.2 0.5
C -1.813611 -2.634121 -2.988389 -1.6 -1.2 1.3
O -1.436694 -1.788253 -3.700087 1.5 2.9 -2.5
O -1.064572 -3.672581 -2.651686 0.5 -0.9 0.6
C 0.002030 -3.313156 -1.698877 -0.5 0.2 0.8
C -0.605404 -2.858188 -0.371146 0.4 0.0 0.0
C 0.181600 -3.337889 0.843745 -0.5 0.5 0.0
C -0.235592 -2.435849 2.040530 0.7 -0.8 -0.7
C 0.782606 -1.299139 2.195673 -0.9 -0.5 0.7
C 0.404966 -0.237644 3.250121 0.7 0.6 -1.1
C -0.249550 1.001128 2.605851 -0.5 -0.4 0.4
N -1.714996 1.058094 2.738567 0.1 0.6 -0.4
H -3.909625 -2.159159 -3.139964 -0.1 0.2 -0.1
H -3.100935 -1.876843 -1.555275 -0.2 0.4 0.1
H -3.487222 -3.497667 -1.998787 -0.3 -0.1 -0.1
H 0.655574 -2.558384 -2.120957 -0.2 0.2 -0.3
H 0.607361 -4.178551 -1.510454 -0.1 -0.6 -0.2
H -1.618015 -3.246981 -0.286850 -0.3 -0.1 -0.2
H -0.716360 -1.737004 -0.424924 -0.1 0.0 0.0
H 1.241025 -3.112968 0.653971 0.1 -0.1 0.0
H -0.249303 -3.063317 2.933515 -0.1 0.3 0.5
H -1.254652 -2.052396 1.908486 -0.1 0.1 0.0
H 1.719344 -1.782087 2.457669 0.2 0.0 0.1
H 0.931182 -0.860142 1.211459 0.0 0.3 -0.1
H -0.269585 -0.646474 3.995784 0.1 -0.2 0.3
H 1.337150 0.098144 3.703609 0.0 0.0 0.5
H 0.149895 1.931894 3.004277 0.2 0.1 0.1
H -0.026485 0.965090 1.543923 0.1 0.2 -0.2
H -2.048147 0.594093 3.570431 0.0 -0.3 -0.2
H -2.152766 0.695289 1.904990 -0.2 -0.4 0.3
O 2.818844 -3.500636 -1.712819 0.6 0.1 0.1
C 3.688532 -2.940143 -2.309790 -0.2 0.0 -0.3
O 4.499527 -2.073367 -1.652812 0.1 -0.1 0.4
C 5.658236 -1.484439 -2.231820 0.0 0.1 -0.2
C 5.316102 -0.245969 -3.035976 -0.1 0.0 -0.1
C 3.850088 -3.112659 -3.805457 0.4 -0.2 0.0
H 6.216933 -2.218235 -2.817142 0.0 0.0 -0.1
H 6.294876 -1.207159 -1.391884 -0.1 -0.1 0.1
H 4.663273 -0.479643 -3.877282 0.1 0.0 0.0
H 6.222236 0.223558 -3.423244 0.0 0.0 0.0
H 4.787294 0.473755 -2.410768 0.1 0.0 0.0
H 3.145250 -2.454341 -4.312726 0.0 0.0 0.0
H 3.613988 -4.144385 -4.054824 -0.2 0.0 0.1
H 4.855906 -2.917710 -4.173985 -0.1 0.2 0.0
O -1.025657 5.472450 3.574524 0.0 0.2 -0.2
C -1.923660 5.242491 2.811887 -0.3 -0.2 0.3
O -2.038086 5.990339 1.689849 0.3 0.2 -0.1
C -2.953787 5.691551 0.637012 -0.2 -0.1 0.0
C -4.333348 6.252636 0.916465 -0.1 0.0 0.1
C -2.971350 4.196693 3.111046 0.1 -0.2 -0.2
H -2.974429 4.619984 0.433990 0.0 0.0 0.1
H -2.541119 6.168184 -0.251582 0.1 0.0 0.1
H -4.773032 5.811792 1.811191 0.0 -0.1 0.0
H -5.001836 6.063255 0.075380 0.0 0.0 0.0
H -4.276036 7.329066 1.083858 0.0 0.0 -0.1
H -3.719752 4.630471 3.775823 0.0 0.1 0.0
H -2.490441 3.358546 3.607639 0.0 0.1 0.0
H -3.460823 3.791676 2.229386 -0.1 0.1 0.0
```
Positions in Å, forces in eV/Å.

Results
**Gap between HOMO and LUMO**: 3.612 eV
**HOMO**: -1.1 eV
**Total charge**: -1
**LUMO**: 0.092 hartree

Let us look at the Löwdin charges, expressed in e, one per atom: atom 1 (C): 0.002, atom 2 (C): -0.632, atom 3 (O): 0.120, atom 4 (O): -0.024, atom 5 (C): -0.170, atom 6 (C): -0.323, atom 7 (C): -0.283, atom 8 (C): -0.313, atom 9 (C): -0.247, atom 10 (C): -0.203, atom 11 (C): -0.279, atom 12 (N): -0.015, atom 13 (H): 0.072, atom 14 (H): 0.076, atom 15 (H): 0.078, atom 16 (H): 0.101, atom 17 (H): 0.089, atom 18 (H): 0.081, atom 19 (H): 0.096, atom 20 (H): 0.010, atom 21 (H): 0.067, atom 22 (H): 0.082, atom 23 (H): 0.095, atom 24 (H): 0.092, atom 25 (H): 0.093, atom 26 (H): 0.088, atom 27 (H): 0.087, atom 28 (H): 0.095, atom 29 (H): 0.058, atom 30 (H): 0.057, atom 31 (O): 0.115, atom 32 (C): -0.503, atom 33 (O): 0.001, atom 34 (C): -0.251, atom 35 (C): -0.069, atom 36 (C): 0.014, atom 37 (H): 0.110, atom 38 (H): 0.120, atom 39 (H): 0.066, atom 40 (H): 0.076, atom 41 (H): 0.084, atom 42 (H): 0.097, atom 43 (H): 0.090, atom 44 (H): 0.062, atom 45 (O): 0.100, atom 46 (C): -0.520, atom 47 (O): -0.009, atom 48 (C): -0.242, atom 49 (C): -0.071, atom 50 (C): 0.000, atom 51 (H): 0.116, atom 52 (H): 0.120, atom 53 (H): 0.065, atom 54 (H): 0.079, atom 55 (H): 0.080, atom 56 (H): 0.092, atom 57 (H): 0.063, atom 58 (H): 0.066

---

ORCA calculation (the ωB97M-V functional and the def2-TZVPD basis) on a structure of composition C17H35AgBrO6 at a distorted geometry.

Structure (XYZ):
```
60
Properties=species:S:1:pos:R:3:forces:R:3
Ag -43.044496 3.632386 5.820754 -1.5 0.2 -1.1
C -41.226597 0.200950 8.207436 1.0 -0.3 -0.5
C -42.182749 1.332728 8.483791 -1.9 -0.2 0.2
O -42.302404 2.337625 7.496550 1.3 -1.3 1.4
H -41.267508 -0.107263 7.162720 0.4 0.2 -0.1
H -41.502238 -0.699388 8.756524 -0.3 0.3 0.3
H -40.232961 0.470017 8.565754 0.2 -0.1 -0.6
H -41.918857 1.694638 9.477510 0.2 0.9 -0.1
H -43.144842 0.836467 8.611062 -0.4 0.2 -0.1
Br -44.319313 5.317577 4.065109 0.3 -0.3 0.4
C -45.424861 2.693680 9.186389 -0.8 0.1 1.1
C -45.912577 2.780475 7.792608 0.9 0.4 -1.6
O -45.234479 3.344040 6.943620 -0.9 -0.2 0.5
C -47.219959 2.094966 7.421849 0.2 -0.2 0.3
H -45.639033 1.689796 9.553051 0.4 0.0 0.3
H -46.051992 3.351972 9.787592 -0.5 0.0 0.1
H -44.436108 3.087268 9.422097 0.2 -0.6 -0.7
H -47.867461 1.992814 8.292718 -0.2 0.3 -0.2
H -47.032624 1.066414 7.113478 0.5 -0.2 0.1
H -47.705768 2.516852 6.542015 0.0 0.5 0.4
C -43.793743 6.057946 9.428811 -0.6 0.6 1.2
C -43.379706 6.251434 8.028981 0.8 -0.6 -0.3
O -42.971453 5.279213 7.422371 0.0 0.5 0.0
C -43.356404 7.638515 7.455939 -0.1 0.0 -0.7
H -44.508941 6.843835 9.671640 -0.3 -0.3 0.3
H -42.982704 6.191809 10.144631 0.4 0.2 -0.3
H -44.157126 5.053294 9.645016 -0.2 0.3 -0.4
H -42.418809 8.104936 7.758406 -0.2 0.3 0.5
H -44.229382 8.227868 7.736415 0.3 0.1 0.3
H -43.303627 7.646918 6.367246 -0.2 -0.4 0.0
C -39.544351 1.900736 3.413646 -1.0 -0.1 1.0
C -40.950592 1.529995 3.932051 -1.6 1.6 -1.3
O -41.798278 2.407968 4.173638 2.2 -1.9 -0.4
C -41.404049 0.087116 3.827701 0.1 0.3 0.1
H -38.795841 1.245842 3.859677 0.1 0.0 -0.1
H -39.348804 2.941946 3.670096 0.0 -0.1 -0.1
H -39.546316 1.771058 2.331399 0.0 0.0 0.0
H -40.864478 -0.526761 4.548885 -0.1 -0.2 0.0
H -41.197932 -0.318489 2.837192 0.3 0.1 -0.1
H -42.487002 0.042429 3.943089 0.2 0.0 0.4
C -45.275177 -0.315316 4.746722 -0.5 0.8 0.0
C -45.322839 1.181644 4.403228 -0.8 0.9 -0.1
O -44.463440 1.933487 4.821558 -0.4 -0.9 -0.3
C -46.480270 1.754889 3.529720 0.7 -0.7 -1.0
H -44.736412 -0.437282 5.686384 0.3 -0.1 -0.3
H -44.817121 -0.847420 3.912973 0.2 -0.1 0.1
H -46.262457 -0.756955 4.882125 -0.2 0.2 -0.2
H -47.460895 1.864398 3.992834 0.3 0.0 0.5
H -46.667351 1.121764 2.662381 0.0 -0.8 0.2
H -46.214192 2.657691 2.979941 0.3 0.4 0.9
C -38.770833 4.846105 5.889384 0.5 -0.3 0.4
C -40.191188 5.368257 5.664744 0.0 0.8 2.0
O -41.129482 4.634700 5.463239 1.4 0.4 -0.5
C -40.375208 6.886764 5.890215 0.0 -0.7 -1.2
H -38.686450 3.834269 6.285835 -0.7 -0.4 -0.7
H -38.183814 5.335633 6.666478 -0.5 1.0 0.0
H -38.140276 4.952454 5.006672 -0.2 -0.1 -0.3
H -39.499476 7.305428 5.394331 -0.1 0.6 0.3
H -40.485795 7.224052 6.920807 0.7 -0.5 0.2
H -41.287558 7.253336 5.419747 0.1 -0.3 -0.4
```
Positions in Å, forces in eV/Å.

Results
**⟨S²⟩**: 2.011
**Gap between HOMO and LUMO (alpha / beta)**: 10.261 / 6.768 eV
**HOMO (alpha / beta)**: -12.0 / -11.9 eV
**Total charge**: +1
**2S+1**: 3
**LUMO (alpha / beta)**: -0.065 / -0.189 hartree

Let us look at the Löwdin charges, expressed in e, one per atom: atom 1 (Ag): 0.754, atom 2 (C): -0.058, atom 3 (C): -0.317, atom 4 (O): -0.036, atom 5 (H): 0.070, atom 6 (H): 0.090, atom 7 (H): 0.084, atom 8 (H): 0.129, atom 9 (H): 0.099, atom 10 (Br): 0.091, atom 11 (C): -0.024, atom 12 (C): -0.447, atom 13 (O): -0.023, atom 14 (C): 0.007, atom 15 (H): 0.098, atom 16 (H): 0.100, atom 17 (H): 0.064, atom 18 (H): 0.087, atom 19 (H): 0.084, atom 20 (H): 0.087, atom 21 (C): 0.004, atom 22 (C): -0.460, atom 23 (O): -0.033, atom 24 (C): -0.005, atom 25 (H): 0.093, atom 26 (H): 0.105, atom 27 (H): 0.061, atom 28 (H): 0.091, atom 29 (H): 0.094, atom 30 (H): 0.065, atom 31 (C): 0.007, atom 32 (C): -0.403, atom 33 (O): -0.039, atom 34 (C): -0.003, atom 35 (H): 0.085, atom 36 (H): 0.064, atom 37 (H): 0.094, atom 38 (H): 0.083, atom 39 (H): 0.093, atom 40 (H): 0.061, atom 41 (C): -0.012, atom 42 (C): -0.421, atom 43 (O): -0.053, atom 44 (C): -0.002, atom 45 (H): 0.079, atom 46 (H): 0.085, atom 47 (H): 0.081, atom 48 (H): 0.078, atom 49 (H): 0.076, atom 50 (H): 0.066, atom 51 (C): -0.016, atom 52 (C): -0.407, atom 53 (O): -0.049, atom 54 (C): 0.002, atom 55 (H): 0.082, atom 56 (H): 0.083, atom 57 (H): 0.090, atom 58 (H): 0.086, atom 59 (H): 0.082, atom 60 (H): 0.071

---

ORCA calculation (the ωB97M-V functional and the def2-TZVPD basis) on a structure of composition C17H35BCl2F5LiN4NaO7PSSi at a distorted geometry.

Structure (XYZ):
```
76
Properties=species:S:1:pos:R:3:forces:R:3
C 2.688411 -1.249029 3.041765 0.4 -0.6 -1.3
C 1.278069 -0.776608 2.276438 1.7 0.8 3.0
O 0.295146 -1.638898 3.013820 1.3 0.2 -0.4
O 1.060522 0.627875 2.652750 1.6 -4.1 -0.6
P 0.600104 1.746964 1.343529 -3.4 -1.7 2.4
N 0.489151 2.912206 2.736816 0.1 1.7 0.1
C -1.167506 1.265177 1.931790 -2.6 -1.1 0.2
C -2.050137 0.413332 0.848142 -0.6 0.9 -0.3
O -3.458964 0.911564 1.001875 -1.0 -3.0 1.3
Si -4.467506 -0.275276 1.809471 0.3 2.6 0.1
C -6.027492 0.720536 2.469524 0.7 0.8 -0.2
C -3.686118 -1.105453 3.360263 0.0 -1.0 1.4
C -5.222409 -1.620678 0.603272 -1.6 -0.4 -1.2
N 2.346844 2.159152 1.444676 5.7 -0.9 -9.2
C 2.982182 2.014563 0.241824 -1.1 3.2 2.6
S 3.776238 2.405551 -1.250753 -2.4 -1.6 4.7
C 0.084307 3.107547 0.092541 -3.1 2.0 -3.6
F 0.358617 2.730494 -1.345867 0.4 0.6 4.7
F -1.402492 3.391847 0.094720 5.1 -1.4 2.0
C 0.769394 4.576335 0.312023 -1.4 2.5 -2.3
F 0.664977 5.271734 -1.027978 0.5 -1.8 4.1
F -0.010068 5.477560 1.242395 2.5 -2.8 -2.4
O 0.772675 0.464347 0.124192 1.2 -1.6 1.7
C 1.248323 -0.861529 0.639279 0.0 -0.6 0.7
C 2.750058 -1.367570 0.099858 0.5 0.5 -1.7
C 2.824681 -1.300703 -1.568194 -0.3 -2.4 -1.8
N 2.641817 -2.386697 -2.393868 0.7 4.8 2.7
B 0.348876 -2.208099 0.199689 -1.9 -1.4 -0.9
O 0.641861 -3.584761 0.705338 0.3 2.7 -1.9
O -0.805300 -2.112922 -0.750779 2.5 -2.0 1.0
H 3.630464 -0.664572 2.655292 -1.9 -1.0 0.8
H 2.850264 -2.399423 2.767588 -0.2 2.4 0.7
H 2.628408 -1.147116 4.206162 -0.2 0.0 -2.2
H 0.795396 -2.209532 3.689507 -1.0 1.4 -1.8
H 0.209413 2.413613 3.610759 -0.3 0.8 -1.2
H 1.403076 3.417794 2.846469 -3.2 1.0 -1.6
H -1.090686 0.568399 2.899120 0.0 1.6 -2.2
H -1.807867 2.199704 2.311612 1.4 -2.0 -1.5
H -1.788811 0.639101 -0.287877 -0.3 -0.6 2.6
H -2.122979 -0.747173 1.079860 0.9 2.1 -0.6
H -6.291908 1.488867 1.616578 0.1 -1.5 1.8
H -6.911905 0.021622 2.783469 1.6 1.6 -0.5
H -5.603264 1.366348 3.377341 -1.2 -1.5 -1.8
H -4.485887 -1.037210 4.242910 1.6 -0.2 -1.9
H -3.496827 -2.252830 3.182733 -0.1 2.2 0.4
H -2.713025 -0.599562 3.767194 -1.8 -1.0 -1.0
H -5.506428 -1.098471 -0.428168 0.8 -1.1 2.0
H -4.520553 -2.545776 0.446816 -0.9 1.4 0.4
H -6.265760 -1.951309 1.070845 2.3 0.4 -0.9
H 1.907694 4.583133 0.565029 -2.3 0.1 -0.2
H 2.988042 -2.461689 0.443351 -0.7 2.2 -0.7
H 3.624381 -0.687865 0.475576 -1.8 -1.1 -0.7
H 3.079053 -0.274501 -2.076136 -0.6 -1.8 1.4
H 2.755394 -1.998932 -3.374654 -0.2 -0.6 1.3
H 1.245088 -4.079191 0.077313 -0.9 0.9 1.1
H -0.896936 -3.018421 -1.211009 0.4 2.0 1.3
Na 2.188095 2.482657 3.808597 3.1 -2.5 2.1
Li -4.711905 -3.822606 -0.991403 0.0 0.5 0.1
C 3.759696 -6.047199 0.235974 0.3 -0.3 0.1
Cl 2.305245 -5.642848 -0.683822 0.3 -0.6 -0.4
Cl 4.249810 -4.703273 1.274559 0.1 -0.1 0.0
H 3.555271 -6.921721 0.858529 0.0 0.3 -0.1
H 4.570453 -6.272129 -0.461218 -0.3 0.2 0.1
C 1.167482 0.807122 -6.798863 -0.1 0.4 1.2
O 1.314517 -0.408310 -6.787101 -0.1 0.5 0.2
N 1.004082 1.603736 -5.685558 0.3 -0.9 -1.6
C 0.835539 3.038360 -5.783277 -0.2 0.0 0.2
C 1.000527 0.986979 -4.375139 -0.1 -0.1 0.0
H 1.154860 1.376417 -7.743030 0.0 0.1 0.1
H 1.645250 3.528190 -5.234374 -0.2 0.2 -0.1
H -0.126410 3.312877 -5.340476 0.2 0.2 0.0
H 0.857842 3.368282 -6.825520 0.0 -0.2 0.1
H 1.952006 0.468699 -4.223105 -0.1 -0.1 0.1
H 0.189155 0.254428 -4.328694 0.1 0.1 0.2
H 0.862290 1.739728 -3.594353 -0.1 -0.1 -0.2
F -1.711905 3.617042 -2.007958 -0.9 0.2 -2.0
```
Positions in Å, forces in eV/Å.

Results
**Gap between HOMO and LUMO**: 1.506 eV
**HOMO**: -4.5 eV
**LUMO**: -0.109 hartree

Let us look at the Löwdin charges, expressed in e, one per atom: atom 1 (C): -0.029, atom 2 (C): -0.384, atom 3 (O): -0.064, atom 4 (O): -0.344, atom 5 (P): 0.617, atom 6 (N): -0.157, atom 7 (C): -0.181, atom 8 (C): -0.215, atom 9 (O): -0.283, atom 10 (Si): 0.472, atom 11 (C): -0.213, atom 12 (C): -0.197, atom 13 (C): -0.230, atom 14 (N): -0.108, atom 15 (C): -0.565, atom 16 (S): 0.630, atom 17 (C): -0.237, atom 18 (F): -0.094, atom 19 (F): -0.076, atom 20 (C): -0.093, atom 21 (F): -0.058, atom 22 (F): -0.066, atom 23 (O): -0.232, atom 24 (C): -0.194, atom 25 (C): -0.084, atom 26 (C): -0.140, atom 27 (N): 0.048, atom 28 (B): -0.383, atom 29 (O): -0.023, atom 30 (O): 0.030, atom 31 (H): 0.088, atom 32 (H): 0.086, atom 33 (H): 0.096, atom 34 (H): 0.113, atom 35 (H): 0.054, atom 36 (H): 0.001, atom 37 (H): 0.090, atom 38 (H): 0.128, atom 39 (H): 0.157, atom 40 (H): 0.095, atom 41 (H): 0.057, atom 42 (H): 0.042, atom 43 (H): 0.063, atom 44 (H): 0.059, atom 45 (H): 0.045, atom 46 (H): 0.046, atom 47 (H): 0.074, atom 48 (H): -0.039, atom 49 (H): 0.062, atom 50 (H): 0.144, atom 51 (H): 0.063, atom 52 (H): 0.107, atom 53 (H): 0.074, atom 54 (H): 0.045, atom 55 (H): -0.054, atom 56 (H): 0.112, atom 57 (Na): 0.619, atom 58 (Li): 0.867, atom 59 (C): -0.958, atom 60 (Cl): 0.621, atom 61 (Cl): 0.556, atom 62 (H): 0.034, atom 63 (H): 0.037, atom 64 (C): -0.341, atom 65 (O): -0.022, atom 66 (N): -0.200, atom 67 (C): -0.055, atom 68 (C): -0.041, atom 69 (H): 0.124, atom 70 (H): 0.089, atom 71 (H): 0.100, atom 72 (H): 0.079, atom 73 (H): 0.070, atom 74 (H): 0.097, atom 75 (H): 0.082, atom 76 (F): -0.712